7
Properties=species:S:1:pos:R:3 method="wB97M-V/def2-TZVPD" homo_ha=-0.3734 smiles=N.O total_charge=0 energy_ha=-132.9836
N 0.775 -0.138 -1.493
H 0.885 -0.776 -0.699
H 0.848 -0.705 -2.344
H -0.185 0.221 -1.456
O -1.053 0.738 1.902
H -1.178 -0.229 2.035
H -0.093 0.888 2.055

***

7
Properties=species:S:1:pos:R:3 method="wB97M-V/def2-TZVPD" homo_ha=-0.3910 smiles=N.O total_charge=0 energy_ha=-132.9830
N 1.045 0.110 -1.068
H 1.590 0.370 -1.845
H 1.551 -0.421 -0.417
H 0.366 -0.624 -1.476
O -1.170 -0.084 1.067
H -0.457 0.501 0.656
H -1.007 0.072 2.016

***

8
Properties=species:S:1:pos:R:3 method="wB97M-V/def2-TZVPD" homo_ha=-0.3862 smiles=OO.N total_charge=0 energy_ha=-208.1205
O -1.712 -0.607 0.076
O -1.166 0.716 0.034
H -2.423 -0.465 -0.548
H -0.265 0.519 -0.247
N 2.681 -0.061 -0.031
H 2.511 -1.048 -0.225
H 2.431 0.084 0.957
H 2.008 0.471 -0.600

***

10
Properties=species:S:1:pos:R:3 method="wB97M-V/def2-TZVPD" homo_ha="-0.2726 / -0.3034" total_charge=0 energy_ha=-890.8352
N -1.345 0.919 -1.592
O 0.853 -1.167 1.434
O 1.845 -0.393 -0.603
P -1.090 -0.530 -0.803
P 0.661 0.095 0.432
H -2.317 1.157 -1.620
H -0.589 1.582 -1.534
H 0.601 -0.996 2.309
H 2.657 -0.381 -0.206
H -1.275 -0.286 2.182

***

10
Properties=species:S:1:pos:R:3 method="wB97M-V/def2-TZVPD" multiplicity=3 homo_ha="-0.2413 / -0.3154" total_charge=0 energy_ha=-890.7574
N 1.488 -0.442 1.684
O -0.195 -0.445 -0.659
O -2.590 -0.591 -1.110
P 1.255 0.715 0.759
P -1.136 -0.584 -1.797
H 0.944 -1.249 1.277
H -0.073 1.280 0.581
H -3.419 -0.947 -1.515
H 1.591 0.557 -0.644
H 2.135 1.707 1.423

***

9
Properties=species:S:1:pos:R:3 method="wB97M-V/def2-TZVPD" homo_ha=-0.3365 smiles=N[Si@@H](O)S total_charge=0 energy_ha=-820.6883
N -1.530 -0.797 0.554
Si 0.294 0.248 -0.273
O -0.031 1.735 0.197
S 2.203 -0.418 0.418
H -2.404 -0.254 0.427
H -1.411 -1.505 -0.253
H 0.272 0.187 -1.653
H 0.126 2.138 0.995
H 2.481 -1.334 -0.412

***

9
Properties=species:S:1:pos:R:3 method="wB97M-V/def2-TZVPD" homo_ha=-0.3527 smiles="N[SiH]=S.O" total_charge=0 energy_ha=-820.6933
N -0.530 -1.498 0.587
Si 0.630 -0.589 -0.248
S 2.057 0.552 0.534
H -1.396 -2.066 0.418
H -0.615 -1.308 1.563
H 0.095 -1.004 -1.678
O -0.448 2.137 -0.442
H 0.045 1.874 0.422
H 0.163 1.903 -1.155

***

9
Properties=species:S:1:pos:R:3 method="wB97M-V/def2-TZVPD" homo_ha=-0.3577 total_charge=0 energy_ha=-820.6946
N 0.518 0.754 1.414
O 0.608 -1.601 -1.040
Si -0.046 0.318 -0.124
S -2.168 -0.052 -0.106
H -0.218 0.861 2.107
H 1.500 0.808 1.704
H 1.590 -1.488 -1.281
H 0.289 1.043 -1.320
H -2.073 -0.644 -1.352

***

Taking the records one at a time from the top gives ΔE to the lowest compared entry with this formula, charge and spin values of 5.79; 6.22; 27.03; 97.10; 82.60; 49.77; 46.62; 45.81 kcal/mol.